Record 1
{"formula": "C26H52BF3N3O7P", "method": "ωB97M-V/def2-TZVPD", "species": ["C", "C", "F", "C", "C", "N", "C", "O", "C", "B", "O", "N", "C", "C", "C", "C", "F", "C", "C", "P", "O", "O", "O", "C", "O", "N", "C", "O", "F", "H", "H", "H", "H", "H", "H", "H", "H", "H", "H", "H", "H", "H", "H", "H", "H", "H", "H", "H", "H", "H", "H", "H", "H", "C", "C", "C", "C", "C", "C", "H", "H", "H", "H", "H", "H", "H", "H", "H", "H", "H", "H", "H", "H", "C", "C", "C", "C", "C", "C", "H", "H", "H", "H", "H", "H", "H", "H", "H", "H", "H", "H", "H", "H"], "xyz": [[3.37, 0.56, -2.82], [2.09, 1.38, -2.71], [1.88, 1.69, -1.37], [0.81, 0.89, -3.44], [1.18, 0.94, -4.92], [-0.15, 1.98, -3.19], [-1.22, 1.52, -2.40], [-1.80, 2.15, -1.56], [-1.43, 0.08, -2.91], [-2.15, 0.44, -4.32], [-1.91, -0.17, -5.52], [-3.23, 1.46, -4.23], [-4.45, 0.91, -4.84], [-2.90, 2.70, -4.93], [-2.52, -0.72, -2.18], [-2.75, -0.40, -0.70], [-2.34, -2.08, -2.40], [0.05, -0.41, -2.91], [0.61, -0.91, -1.55], [0.23, -2.64, -1.10], [0.00, -3.57, -2.20], [-0.94, -2.75, -0.01], [1.53, -3.12, -0.27], [0.47, -1.53, -3.89], [1.65, -1.79, -4.00], [-0.51, -2.28, -4.59], [-0.16, -2.81, -5.80], [-0.45, -3.89, -6.24], [0.48, -1.90, -6.56], [3.49, -0.06, -1.93], [3.42, -0.04, -3.72], [4.21, 1.24, -2.82], [2.28, 2.35, -3.17], [0.32, 0.81, -5.57], [1.62, 1.91, -5.14], [1.91, 0.20, -5.22], [-0.31, 2.66, -3.90], [-1.77, 0.42, -6.26], [-4.37, 0.84, -5.92], [-4.65, -0.10, -4.48], [-5.29, 1.55, -4.59], [-2.39, 2.56, -5.89], [-3.82, 3.23, -5.15], [-2.32, 3.38, -4.31], [-3.47, -0.48, -2.66], [-3.13, -1.29, -0.21], [-3.47, 0.39, -0.64], [-1.84, -0.07, -0.20], [1.69, -0.86, -1.56], [0.31, -0.22, -0.77], [-0.88, -2.00, 0.58], [1.71, -2.53, 0.46], [-0.97, -2.97, -4.00], [-1.50, 0.11, 5.97], [-2.50, -0.98, 5.59], [-2.14, -2.35, 6.14], [-0.81, -2.92, 5.65], [-0.68, -3.05, 4.14], [-1.70, -3.99, 3.51], [-0.51, -0.10, 5.57], [-1.82, 1.08, 5.58], [-1.42, 0.20, 7.06], [-2.59, -1.02, 4.50], [-3.49, -0.70, 5.96], [-2.94, -3.05, 5.90], [-2.11, -2.30, 7.24], [-0.66, -3.90, 6.11], [0.01, -2.30, 6.03], [0.33, -3.42, 3.91], [-0.75, -2.07, 3.66], [-1.62, -4.99, 3.93], [-1.53, -4.07, 2.44], [-2.72, -3.64, 3.66], [1.73, 0.46, 2.84], [2.01, 1.89, 2.42], [3.50, 2.20, 2.28], [4.31, 2.07, 3.58], [3.82, 2.94, 4.73], [3.89, 4.44, 4.43], [2.15, 0.22, 3.82], [0.65, 0.28, 2.89], [2.15, -0.24, 2.11], [1.55, 2.59, 3.13], [1.53, 2.07, 1.46], [3.62, 3.20, 1.88], [3.93, 1.52, 1.53], [5.35, 2.32, 3.36], [4.31, 1.02, 3.90], [4.43, 2.73, 5.61], [2.79, 2.67, 5.00], [4.91, 4.74, 4.20], [3.56, 5.02, 5.29], [3.25, 4.71, 3.59]], "largest_force_ha_per_bohr": 0.0361, "total_charge": 0, "energy_ev": -64730.642, "smiles": "C[C@H](F)[C@]1(C)NC(=O)[C@](B(O)N(C)C)([C@H](C)F)[C@@]1(CP(=O)(O)O)C(=O)NC(=O)F.CCCCCC.CCCCCC"}

***

Record 2
{"formula": "C3H4LiO3", "method": "ωB97M-V/def2-TZVPD", "species": ["C", "O", "O", "O", "C", "C", "H", "H", "H", "Li", "H"], "xyz": [[2.07, -0.29, -0.18], [2.99, 0.45, -0.28], [-1.66, 0.69, -0.76], [0.79, 0.06, -0.21], [-1.54, -0.29, -0.03], [-0.19, -0.96, 0.02], [-2.23, -0.71, 0.73], [-0.14, -1.73, -0.76], [-0.05, -1.41, 1.01], [-0.17, 1.97, -0.65], [-0.80, 2.14, 1.10]], "de_lowest_kcal_mol": 97.9, "largest_force_ha_per_bohr": 0.0546, "total_charge": 0, "spin_multiplicity": 2, "energy_ev": -9518.923}

***

Record 3
{"formula": "C49H45F8O2PS2", "method": "ωB97M-V/def2-TZVPD", "species": ["C", "S", "O", "O", "P", "S", "H", "H", "H", "H", "H", "F", "C", "C", "C", "C", "C", "C", "H", "H", "H", "H", "H", "F", "C", "C", "C", "C", "C", "C", "H", "H", "H", "H", "H", "F", "C", "C", "C", "C", "C", "C", "H", "H", "H", "H", "H", "F", "C", "C", "C", "C", "C", "C", "H", "H", "H", "H", "H", "F", "C", "C", "C", "C", "C", "C", "H", "H", "H", "H", "H", "F", "C", "C", "C", "C", "C", "C", "H", "H", "H", "H", "H", "F", "C", "C", "C", "C", "C", "C", "H", "H", "H", "H", "H", "F", "C", "C", "C", "C", "C", "C", "H", "H", "H", "H", "H"], "xyz": [[0.87, -0.59, -1.79], [-0.09, -2.04, -2.50], [0.70, -3.34, -2.07], [-0.11, -1.99, -4.05], [-2.05, -2.23, -1.62], [-3.48, -0.89, -2.49], [0.98, -0.74, -0.63], [1.96, -0.55, -2.24], [0.37, 0.45, -2.01], [-1.86, -1.80, -0.23], [-2.93, 0.39, -2.74], [-4.66, -2.30, 0.83], [-5.21, -3.48, 0.52], [-5.58, -4.35, 1.54], [-6.16, -5.58, 1.21], [-6.36, -5.92, -0.13], [-5.98, -5.04, -1.14], [-5.41, -3.81, -0.82], [-5.41, -4.07, 2.57], [-6.46, -6.27, 2.00], [-6.81, -6.88, -0.38], [-6.13, -5.31, -2.18], [-5.12, -3.11, -1.59], [2.79, -1.05, 0.08], [4.03, -1.36, -0.31], [4.21, -2.08, -1.49], [5.51, -2.39, -1.90], [6.60, -2.00, -1.13], [6.41, -1.28, 0.05], [5.12, -0.95, 0.46], [3.35, -2.39, -2.07], [5.66, -2.95, -2.82], [7.61, -2.25, -1.46], [7.26, -0.97, 0.64], [4.95, -0.38, 1.37], [-2.29, 1.54, 5.73], [-2.85, 0.36, 5.42], [-3.21, -0.51, 6.44], [-3.79, -1.74, 6.11], [-3.99, -2.08, 4.77], [-3.61, -1.20, 3.76], [-3.04, 0.03, 4.09], [-3.05, -0.23, 7.47], [-4.09, -2.43, 6.90], [-4.44, -3.04, 4.52], [-3.76, -1.47, 2.72], [-2.75, 0.73, 3.31], [-0.14, -0.13, 11.27], [0.02, 0.87, 10.39], [0.07, 0.59, 9.03], [0.24, 1.63, 8.12], [0.37, 2.94, 8.58], [0.33, 3.22, 9.95], [0.15, 2.18, 10.86], [-0.02, -0.44, 8.69], [0.27, 1.42, 7.05], [0.50, 3.76, 7.87], [0.43, 4.24, 10.30], [0.10, 2.37, 11.92], [-7.48, 4.21, 4.30], [-6.35, 4.52, 4.96], [-6.28, 5.72, 5.66], [-5.11, 6.04, 6.35], [-4.02, 5.16, 6.32], [-4.10, 3.97, 5.61], [-5.28, 3.64, 4.93], [-7.13, 6.39, 5.66], [-5.04, 6.97, 6.90], [-3.11, 5.42, 6.86], [-3.25, 3.29, 5.59], [-5.36, 2.71, 4.38], [1.05, 2.45, -1.46], [0.44, 3.59, -1.81], [1.18, 4.76, -1.88], [0.55, 5.95, -2.25], [-0.82, 5.95, -2.54], [-1.55, 4.76, -2.47], [-0.92, 3.57, -2.11], [2.24, 4.75, -1.65], [1.12, 6.87, -2.32], [-1.31, 6.87, -2.83], [-2.62, 4.76, -2.69], [-1.47, 2.64, -2.05], [6.19, -6.48, -7.77], [5.56, -5.42, -7.25], [4.28, -5.56, -6.74], [3.63, -4.46, -6.19], [4.26, -3.21, -6.18], [5.55, -3.07, -6.70], [6.20, -4.18, -7.24], [3.80, -6.54, -6.76], [2.63, -4.56, -5.78], [3.75, -2.35, -5.76], [6.04, -2.10, -6.70], [7.21, -4.09, -7.64], [6.99, 0.30, -7.99], [5.82, 0.73, -8.47], [5.58, 2.09, -8.57], [4.35, 2.54, -9.08], [3.38, 1.61, -9.47], [3.63, 0.24, -9.36], [4.86, -0.20, -8.86], [6.34, 2.80, -8.26], [4.16, 3.60, -9.17], [2.43, 1.96, -9.86], [2.88, -0.48, -9.65], [5.08, -1.26, -8.78]], "de_lowest_kcal_mol": 35.1, "largest_force_ha_per_bohr": 0.1410, "total_charge": 0, "energy_ev": -108333.781, "smiles": "CS(=O)(=O)PS.Fc1ccccc1.Fc1ccccc1.Fc1ccccc1.Fc1ccccc1.Fc1ccccc1.Fc1ccccc1.Fc1ccccc1.Fc1ccccc1"}

***

Record 4
{"formula": "CH3N2OP", "method": "ωB97M-V/def2-TZVPD", "species": ["C", "N", "N", "O", "P", "H", "H", "H"], "xyz": [[0.22, -0.15, 0.00], [-0.92, 0.16, -0.83], [-0.66, -1.21, -0.28], [-0.71, -3.59, 0.53], [-1.51, -2.63, -0.22], [1.19, -0.24, -0.57], [0.28, 0.34, 1.01], [-1.55, 0.51, -0.18]], "de_lowest_kcal_mol": 50.3, "largest_force_ha_per_bohr": 0.0488, "total_charge": 0, "energy_ev": -15400.069, "smiles": "O=PN1CN1"}

***

Record 5
{"formula": "C12H15NO2", "method": "ωB97M-V/def2-TZVPD", "species": ["O", "O", "C", "C", "C", "C", "C", "C", "C", "C", "N", "C", "C", "C", "C", "H", "H", "H", "H", "H", "H", "H", "H", "H", "H", "H", "H", "H", "H", "H"], "xyz": [[-2.95, 1.35, -0.41], [0.93, -0.37, 4.03], [-1.78, 1.51, -0.62], [0.01, -0.79, 3.37], [1.07, -0.74, -0.27], [-0.68, 0.73, 0.06], [0.21, -0.61, 1.91], [0.14, 0.05, -0.82], [1.15, -1.11, 1.07], [-0.65, 0.52, 1.42], [0.06, 0.27, -2.17], [2.12, -2.31, 1.43], [-1.59, 1.27, 2.36], [-0.59, -0.56, -3.25], [0.91, 1.38, -2.67], [-1.75, 2.14, -1.54], [-0.99, -0.86, 3.89], [1.82, -1.21, -0.91], [1.53, -3.03, 2.05], [2.99, -1.95, 2.08], [2.54, -2.77, 0.51], [-2.44, 0.66, 2.52], [-1.04, 1.57, 3.28], [-2.06, 2.14, 1.90], [-1.13, 0.08, -3.90], [0.14, -1.19, -3.85], [-1.38, -1.23, -2.83], [1.25, 1.20, -3.68], [0.36, 2.34, -2.85], [1.81, 1.53, -2.13]], "de_lowest_kcal_mol": 64.3, "largest_force_ha_per_bohr": 0.0814, "total_charge": 0, "energy_ev": -18269.256, "smiles": "Cc1cc(N(C)C)c(C=O)c(C)c1C=O"}

***

Record 6
{"formula": "C27H50F3NNbO14P2", "method": "ωB97M-V/def2-TZVPD", "species": ["C", "C", "O", "C", "Nb", "C", "C", "C", "F", "F", "F", "C", "P", "O", "O", "O", "P", "N", "H", "H", "H", "H", "H", "H", "H", "H", "H", "H", "H", "H", "H", "H", "H", "H", "H", "H", "H", "H", "O", "C", "O", "C", "C", "C", "H", "H", "H", "H", "H", "H", "O", "C", "O", "C", "C", "C", "H", "H", "H", "H", "H", "H", "O", "C", "O", "C", "C", "C", "H", "H", "H", "H", "H", "H", "O", "C", "O", "C", "C", "C", "H", "H", "H", "H", "H", "H", "O", "C", "O", "C", "C", "C", "H", "H", "H", "H", "H", "H"], "xyz": [[-0.90, 0.36, 1.52], [-1.97, 0.09, 0.47], [-2.51, -1.21, 0.53], [-3.42, -1.41, 1.61], [-5.60, -0.94, 1.56], [-5.55, 1.15, 2.38], [-6.72, 1.78, 3.15], [-6.51, 1.82, 4.64], [-5.98, 0.70, 5.16], [-7.67, 2.05, 5.31], [-5.66, 2.83, 5.00], [-7.71, -0.56, 0.75], [-8.20, 0.75, -0.32], [-8.93, 0.38, -1.54], [-6.90, 1.67, -0.62], [-9.09, 1.77, 0.59], [-6.24, -3.42, 0.81], [-5.59, -4.68, 1.57], [0.03, -0.17, 1.28], [-0.68, 1.43, 1.57], [-1.22, 0.04, 2.51], [-1.51, 0.19, -0.51], [-2.78, 0.84, 0.53], [-3.05, -0.89, 2.51], [-3.38, -2.49, 1.82], [-5.10, -0.68, -0.18], [-5.94, -1.69, 3.23], [-5.29, 1.79, 1.53], [-4.67, 1.15, 3.04], [-7.68, 1.28, 2.98], [-6.86, 2.84, 2.89], [-8.10, -1.44, 0.24], [-8.26, -0.44, 1.70], [-7.01, 2.60, -0.43], [-8.59, 2.31, 1.21], [-7.65, -3.56, 0.80], [-6.04, -3.55, -0.59], [-5.01, -4.37, 2.34], [0.31, -0.43, -1.93], [1.10, 0.47, -1.98], [0.74, 1.76, -1.73], [1.85, 2.64, -1.97], [3.10, 1.77, -1.86], [2.56, 0.43, -2.35], [1.73, 3.07, -2.97], [1.80, 3.44, -1.24], [3.94, 2.15, -2.43], [3.40, 1.68, -0.82], [2.62, 0.31, -3.43], [3.02, -0.43, -1.87], [6.19, 1.38, -1.55], [6.93, 2.32, -1.59], [6.50, 3.58, -1.30], [7.55, 4.53, -1.52], [8.85, 3.74, -1.44], [8.40, 2.38, -1.96], [7.40, 4.97, -2.51], [7.45, 5.32, -0.78], [9.65, 4.19, -2.02], [9.16, 3.66, -0.40], [8.48, 2.32, -3.05], [8.92, 1.53, -1.53], [2.95, -1.57, 0.16], [3.31, -2.71, 0.11], [4.56, -3.09, 0.50], [4.75, -4.49, 0.24], [3.35, -5.09, 0.16], [2.55, -3.91, -0.40], [5.29, -4.58, -0.71], [5.37, -4.89, 1.04], [3.31, -5.99, -0.45], [3.00, -5.34, 1.16], [2.55, -3.88, -1.49], [1.51, -3.86, -0.06], [-5.60, -4.15, 5.50], [-5.18, -5.17, 5.05], [-4.20, -5.18, 4.12], [-3.99, -6.50, 3.61], [-4.48, -7.43, 4.72], [-5.61, -6.60, 5.33], [-4.55, -6.59, 2.68], [-2.93, -6.60, 3.39], [-4.79, -8.40, 4.34], [-3.69, -7.58, 5.45], [-6.56, -6.76, 4.82], [-5.76, -6.74, 6.40], [9.48, 4.23, -4.69], [8.82, 5.07, -5.23], [8.37, 6.16, -4.56], [7.51, 6.95, -5.40], [7.92, 6.59, -6.83], [8.34, 5.14, -6.67], [6.48, 6.69, -5.18], [7.67, 8.00, -5.14], [7.11, 6.75, -7.54], [8.77, 7.20, -7.13], [7.51, 4.44, -6.76], [9.14, 4.81, -7.33]], "largest_force_ha_per_bohr": 0.0360, "total_charge": -1, "energy_ev": -87245.156}

***

Record 7
{"formula": "C29H26AuBBr2N2O4S2", "method": "ωB97M-V/def2-TZVPD", "species": ["Au", "C", "C", "C", "C", "C", "C", "Br", "C", "C", "Br", "C", "O", "C", "N", "H", "H", "H", "H", "H", "H", "N", "C", "C", "C", "C", "C", "C", "C", "H", "H", "H", "H", "H", "C", "O", "C", "S", "S", "H", "H", "H", "C", "C", "C", "C", "C", "C", "C", "C", "O", "B", "O", "C", "C", "H", "H", "H", "H", "H", "H", "H", "H", "H", "H", "H", "H"], "xyz": [[-0.34, -0.80, -1.68], [1.55, 0.10, -4.57], [0.90, -1.24, -4.67], [1.14, -2.08, -5.78], [0.59, -3.32, -5.84], [-0.24, -3.77, -4.80], [-0.87, -5.04, -4.75], [-0.61, -6.29, -6.14], [-1.68, -5.37, -3.70], [-1.89, -4.46, -2.65], [-3.03, -4.96, -1.23], [-1.30, -3.23, -2.63], [-1.51, -2.37, -1.64], [-0.46, -2.88, -3.73], [0.12, -1.64, -3.69], [2.12, 0.33, -5.46], [2.24, 0.08, -3.71], [0.81, 0.88, -4.42], [1.79, -1.72, -6.57], [0.78, -3.97, -6.69], [-2.16, -6.34, -3.66], [0.70, 0.93, -1.50], [1.12, 1.94, -1.85], [1.71, 3.20, -2.17], [0.96, 4.37, -2.08], [1.57, 5.58, -2.37], [2.91, 5.61, -2.73], [3.65, 4.44, -2.81], [3.06, 3.22, -2.53], [-0.08, 4.32, -1.80], [1.00, 6.49, -2.30], [3.38, 6.56, -2.95], [4.70, 4.47, -3.08], [3.62, 2.30, -2.57], [3.37, -3.15, 1.84], [2.70, -2.85, 0.61], [3.31, -2.05, -0.28], [4.80, -1.38, 0.00], [2.36, -1.85, -1.70], [2.66, -3.76, 2.40], [3.61, -2.23, 2.37], [4.29, -3.70, 1.65], [-2.91, 2.72, 5.92], [-2.04, 1.47, 5.74], [-2.51, 0.37, 6.71], [-0.60, 1.83, 6.08], [-2.18, 0.96, 4.30], [-3.45, 0.61, 3.82], [-3.67, 0.14, 2.53], [-2.57, 0.04, 1.72], [-2.49, -0.39, 0.40], [-1.15, -0.30, 0.11], [-0.39, 0.17, 1.16], [-1.31, 0.37, 2.18], [-1.08, 0.83, 3.45], [-2.80, 3.11, 6.93], [-3.97, 2.51, 5.76], [-2.61, 3.50, 5.22], [-2.40, 0.72, 7.74], [-1.92, -0.54, 6.58], [-3.56, 0.12, 6.55], [-0.55, 2.20, 7.11], [-0.21, 2.61, 5.43], [0.06, 0.96, 6.01], [-4.30, 0.69, 4.48], [-4.66, -0.13, 2.18], [-0.07, 1.07, 3.76]], "de_lowest_kcal_mol": 13.9, "largest_force_ha_per_bohr": 0.0184, "total_charge": 0, "energy_ev": -207790.409}

***

Record 8
{"formula": "C27H33N3O9", "method": "ωB97M-V/def2-TZVPD", "species": ["C", "C", "C", "C", "C", "C", "N", "O", "O", "H", "H", "H", "H", "H", "C", "C", "C", "C", "C", "C", "N", "O", "O", "H", "H", "H", "H", "H", "C", "C", "C", "C", "C", "C", "N", "O", "O", "H", "H", "H", "H", "H", "C", "C", "O", "C", "H", "H", "H", "H", "H", "H", "C", "C", "O", "C", "H", "H", "H", "H", "H", "H", "C", "C", "O", "C", "H", "H", "H", "H", "H", "H"], "xyz": [[2.73, 1.68, -4.07], [2.67, 3.05, -4.36], [2.24, 3.54, -5.63], [1.72, 2.63, -6.52], [1.73, 1.27, -6.21], [2.20, 0.81, -5.00], [1.24, 3.05, -7.89], [0.76, 2.14, -8.53], [1.21, 4.26, -8.14], [3.17, 1.35, -3.14], [2.77, 3.79, -3.58], [2.37, 4.58, -5.85], [1.58, 0.51, -6.96], [2.35, -0.23, -4.76], [-0.33, -2.13, 4.68], [0.07, -3.28, 4.07], [0.31, -4.38, 4.87], [0.04, -4.38, 6.24], [-0.46, -3.20, 6.87], [-0.70, -2.04, 6.06], [0.34, -5.64, 7.05], [0.07, -5.67, 8.26], [1.05, -6.57, 6.56], [-0.53, -1.27, 4.06], [0.20, -3.32, 2.99], [0.64, -5.30, 4.40], [-0.67, -2.95, 7.90], [-1.12, -1.14, 6.49], [-1.12, 0.77, -3.81], [-0.83, -0.59, -4.04], [-1.03, -1.17, -5.34], [-1.37, -0.33, -6.41], [-1.60, 1.05, -6.14], [-1.53, 1.58, -4.89], [-1.58, -0.95, -7.68], [-0.86, -1.89, -7.98], [-2.61, -0.70, -8.34], [-1.07, 1.15, -2.80], [-0.60, -1.19, -3.18], [-0.82, -2.22, -5.53], [-1.69, 1.69, -7.00], [-1.68, 2.62, -4.65], [-4.11, -0.63, 0.45], [-3.45, -0.65, 1.80], [-2.60, -1.52, 2.00], [-3.86, 0.40, 2.87], [-4.39, 0.36, 0.08], [-4.96, -1.31, 0.36], [-3.24, -0.88, -0.17], [-3.54, -0.24, 3.69], [-4.94, 0.52, 2.89], [-3.26, 1.32, 2.88], [2.60, 1.31, 4.58], [2.26, 1.42, 6.00], [3.11, 1.11, 6.80], [0.95, 2.08, 6.44], [3.67, 1.51, 4.59], [2.06, 2.13, 4.10], [2.32, 0.32, 4.23], [1.05, 2.66, 7.35], [0.12, 1.39, 6.37], [0.51, 2.77, 5.72], [1.62, 0.72, -0.58], [1.35, 0.97, 0.88], [1.78, 1.87, 1.54], [0.28, 0.00, 1.35], [0.79, 0.63, -1.28], [2.16, -0.23, -0.62], [2.33, 1.50, -0.85], [0.43, -0.97, 0.89], [-0.68, 0.47, 1.14], [0.36, -0.02, 2.43]], "largest_force_ha_per_bohr": 0.0692, "total_charge": -1, "spin_multiplicity": 2, "energy_ev": -51421.525}

***

Record 9
{"formula": "C6H6O", "method": "ωB97M-V/def2-TZVPD", "species": ["C", "C", "C", "C", "C", "O", "C", "H", "H", "H", "H", "H", "H"], "xyz": [[-2.08, -1.81, 0.17], [-1.19, -1.00, 0.06], [-0.14, -0.05, -0.09], [1.30, -0.40, -0.45], [1.02, 0.33, 0.82], [0.86, 1.72, 0.59], [-0.30, 1.47, -0.23], [-2.88, -2.52, 0.27], [1.79, 0.13, -1.26], [1.54, -1.45, -0.35], [1.29, -0.01, 1.82], [-1.21, 1.84, 0.26], [-0.21, 1.89, -1.24]], "de_lowest_kcal_mol": 90.6, "largest_force_ha_per_bohr": 0.0079, "total_charge": 0, "energy_ev": -8362.578}